DFT (wB97M-V/def2-TZVPD) results for a structure of composition C22H28N7O5STc.

The geometry in XYZ format:
```
64
Properties=species:S:1:pos:R:3:lowdin_charge:R:1
Tc -0.59857 0.56684 -0.56364 1.54
O -1.39786 4.38840 -1.80084 0.14
C -1.18098 3.38090 -1.18598 -0.55
O -0.86413 2.21008 -1.71344 -0.28
C -1.26569 3.31790 0.31451 -0.18
C -1.63492 4.32959 1.18350 0.05
C -1.69262 4.03678 2.54083 0.00
C -1.38713 2.75597 2.99686 0.05
C -1.03513 1.80265 2.06282 -0.16
N -0.97857 2.10961 0.77186 0.01
C -0.76869 0.33823 2.31884 -0.52
O -0.61058 -0.10157 3.42587 0.13
O -0.73826 -0.37125 1.20258 -0.18
H -1.86623 5.30805 0.78644 0.14
H -1.98987 4.80169 3.24513 0.12
H -1.42159 2.48656 4.04308 0.13
C 1.83576 -4.00161 -3.75976 -0.09
C 1.82858 -2.75115 -4.62235 -0.22
N 1.81996 -1.48373 -3.88728 -0.01
C 0.95612 -1.10308 -2.93473 -0.74
S 1.02390 0.54806 -2.44009 0.87
N 0.10260 -1.96466 -2.42951 0.02
N -0.74581 -1.32593 -1.58333 -0.11
C -1.76032 -2.01634 -1.15956 -0.25
C -1.92793 -3.48415 -1.34522 0.00
C -2.84426 -1.20478 -0.60941 -0.21
C -4.04564 -1.72508 -0.15036 0.02
C -5.06208 -0.85447 0.19818 -0.01
C -4.88003 0.51113 0.02617 -0.02
C -3.64809 0.96331 -0.39765 -0.07
N -2.63738 0.12917 -0.66232 -0.02
H 1.99020 -4.86725 -4.40344 0.08
H 0.89715 -4.12805 -3.23000 0.04
H 2.64576 -3.96648 -3.03039 0.08
H 0.98544 -2.77031 -5.31842 0.12
H 2.74563 -2.72737 -5.20985 0.12
H 2.35345 -0.73446 -4.29645 0.12
H -1.00783 -3.92304 -1.71385 0.06
H -2.73020 -3.70424 -2.05298 0.11
H -2.19001 -3.94226 -0.38962 0.10
H -4.17482 -2.79378 -0.06957 0.12
H -5.99280 -1.23683 0.59442 0.12
H -5.67025 1.21818 0.23022 0.12
H -3.45273 2.01712 -0.54086 0.12
C 2.47624 -0.81412 3.15109 -0.04
N 2.23498 -0.60375 1.72972 -0.11
C 1.85407 -1.79268 0.98065 -0.02
C 2.11153 0.61623 1.17154 -0.47
O 1.40611 0.80122 0.14183 -0.23
N 2.78627 1.66043 1.71101 -0.12
C 2.45860 2.99721 1.23445 -0.02
C 4.15549 1.51505 2.19664 -0.03
H 1.65569 -1.40839 3.55419 0.09
H 2.49529 0.13517 3.67772 0.09
H 3.41513 -1.34540 3.31918 0.10
H 2.62792 -2.54993 1.11358 0.10
H 1.77057 -1.55470 -0.07640 0.07
H 0.90239 -2.18657 1.33840 0.09
H 1.38221 3.14365 1.22376 0.07
H 2.84663 3.17729 0.22904 0.11
H 2.89770 3.71852 1.92115 0.10
H 4.42282 0.46896 2.29324 0.08
H 4.27393 2.00426 3.16361 0.10
H 4.84283 1.97919 1.48519 0.10
```

Kohn-Sham gap (alpha / beta) ... 7.09 / 6.52 eV
HOMO (alpha / beta) ... -10.9 / -10.9 eV
Strongest force on any atom ... 2.13 eV Å⁻¹
2S+1 ... 2
Net charge ... +1

---

DFT (wB97M-V/def2-TZVPD) results for a structure of composition C22H29As2CoN2O10.

The geometry in XYZ format:
```
66
Properties=species:S:1:pos:R:3:lowdin_charge:R:1
Co -1.34769 -2.25407 -0.51395 0.78
C 0.85808 -5.07266 1.00209 -0.01
C -0.43141 -4.31810 1.11779 -0.25
C -1.45737 -4.48946 0.18016 -0.08
C -2.67704 -3.79587 0.29855 -0.14
C -2.85560 -2.88249 1.34395 -0.09
C -1.83101 -2.69842 2.27448 -0.06
C -0.64391 -3.40716 2.16002 0.00
H 1.60391 -4.47349 0.47545 0.10
H 0.72584 -6.00410 0.45536 0.09
H 1.25802 -5.30272 1.98810 0.10
H -1.34251 -5.23207 -0.60087 0.13
H -3.49862 -4.03625 -0.36542 0.13
H -3.79514 -2.35645 1.44535 0.13
H -1.95890 -1.99808 3.08871 0.11
H 0.13143 -3.25973 2.90125 0.12
N -0.74647 -2.43467 -2.59057 0.04
N 0.40146 -1.62781 -2.69032 0.03
C 0.84436 -0.93052 -1.58102 -0.67
O 1.66811 -0.04133 -1.72446 0.04
O 0.30874 -1.29165 -0.45214 -0.12
H -0.52470 -3.37172 -2.92001 0.13
H -1.49055 -2.06108 -3.17886 0.12
H 0.67815 -1.29313 -3.60090 0.16
C 2.50034 -1.05706 4.28620 0.02
O 2.17964 -0.30237 3.09488 -0.01
C 0.98791 0.22496 3.04584 -0.56
O 0.07963 0.04483 3.82827 0.07
C 0.70650 1.04813 1.81391 -0.24
C 1.54950 1.89018 1.22118 -0.23
As 1.13200 2.71124 -0.46173 1.53
C 2.62027 2.63657 -1.68537 -0.19
C -0.39917 1.84438 -1.20841 -0.27
C -1.30674 1.20082 -0.47207 -0.28
As -1.20489 0.74113 1.44546 1.35
C -1.83663 2.45724 2.14744 -0.24
C -2.45884 0.52599 -1.14448 -0.51
O -2.62255 -0.69467 -1.07252 0.01
O -3.29235 1.34794 -1.70159 0.03
C -4.44269 0.83043 -2.42261 0.04
C -0.53303 1.93553 -2.70492 -0.53
O -0.91931 1.01703 -3.38062 0.14
O -0.15985 3.12922 -3.13343 -0.05
C -0.22512 3.36636 -4.56400 0.02
C 2.82466 2.43354 1.82923 -0.50
O 3.31189 2.10331 2.86450 0.18
O 3.28380 3.41439 1.03913 -0.13
C 4.46849 4.09536 1.52554 0.02
H 3.58107 -1.14124 4.28799 0.11
H 2.03787 -2.04049 4.22513 0.09
H 2.14518 -0.52969 5.16719 0.11
H 3.15687 3.57929 -1.64282 0.05
H 2.23035 2.44716 -2.67988 0.04
H 3.23525 1.80437 -1.35013 0.06
H -1.27470 3.29005 1.72541 0.03
H -1.72294 2.44092 3.22987 0.04
H -2.89207 2.56352 1.89876 0.04
H -4.46905 1.37264 -3.36217 0.11
H -5.32455 1.05078 -1.82770 0.11
H -4.34145 -0.23712 -2.58670 0.09
H 0.48972 4.15724 -4.76291 0.10
H -1.23158 3.69122 -4.81542 0.11
H 0.02717 2.45876 -5.10450 0.10
H 4.69209 4.85471 0.78493 0.10
H 5.28390 3.38250 1.61778 0.11
H 4.25623 4.54391 2.49264 0.11
```

Kohn-Sham gap (alpha / beta) ... 8.42 / 6.52 eV
HOMO (alpha / beta) ... -14.4 / -14.9 eV
Strongest force on any atom ... 0.71 eV Å⁻¹
2S+1 ... 5
Net charge ... +2

---

DFT (wB97M-V/def2-TZVPD) results for a structure of composition C22H29Br2N2O2.

The geometry in XYZ format:
```
57
Properties=species:S:1:pos:R:3:lowdin_charge:R:1
C 0.68970 -3.53850 0.14753 -0.12
C 2.05253 -2.69545 0.06411 -0.25
C 2.26941 -1.88375 -1.30750 -0.16
C 2.40430 -0.27088 -1.09960 -0.28
C 3.61457 0.10777 -0.06611 -0.07
C 0.98178 0.30765 -0.63271 -0.02
C 0.79106 0.33951 0.93151 0.06
C -0.53440 0.90976 1.57322 0.04
C -1.58579 1.40151 0.53361 0.05
C -1.29964 1.32076 -1.01130 -0.07
C -2.50300 1.91146 -1.88741 -0.18
C -3.71970 1.02320 -2.24305 -0.01
C -4.74495 1.81530 -3.07699 -0.03
C -4.47496 3.27505 -3.42592 -0.12
N -3.39987 4.14542 -3.08330 0.06
C -2.48079 3.37164 -2.32148 -0.13
N -0.05954 0.76741 -1.56161 -0.01
C 0.13846 0.67441 -3.05484 -0.59
Br -1.21879 -0.55108 -3.91369 0.68
C 0.17948 2.15883 -3.76339 -0.68
C 1.67114 2.35929 -4.40367 -0.15
Br -1.07924 2.33089 -5.29688 0.66
H 0.38678 -3.59567 1.27493 0.06
H -0.19938 -3.02398 -0.38569 0.08
H 0.77575 -4.62479 -0.20142 0.08
H 2.14422 -2.04652 1.01240 0.07
H 2.92940 -3.45039 0.13704 0.12
H 1.35576 -2.09652 -1.97112 0.10
H 3.18573 -2.31701 -1.86854 0.13
H 2.76479 0.14887 -2.11116 0.12
H 3.38610 1.15243 0.33822 0.09
H 4.58462 0.20835 -0.69116 0.10
H 3.77874 -0.68649 0.73484 0.08
H 1.57435 -0.04619 1.66879 0.11
H -0.68075 0.96207 2.70632 0.11
H -2.57959 1.81807 0.94493 0.13
H -3.81872 -0.06385 -1.92462 0.11
H -5.70564 1.30725 -3.43427 0.11
H -5.27956 3.78070 -4.08644 0.12
H -1.55000 3.96923 -1.97817 0.12
H 1.12894 0.19630 -3.35028 0.09
H 0.08259 2.97596 -2.97424 0.09
H 2.41470 2.23420 -3.54455 0.08
H 1.85846 1.68420 -5.30356 0.09
H 1.68169 3.46097 -4.76178 0.10
O 0.67816 -2.75411 3.44421 0.10
C 0.19417 -2.37366 4.48193 -0.47
O -0.87967 -2.95502 5.07727 0.04
C -1.25751 -2.19034 6.22837 -0.16
C -0.01968 -1.41603 6.61462 -0.16
C 0.64712 -1.17874 5.27695 -0.09
H -2.08963 -1.53495 5.95389 0.13
H -1.58451 -2.86161 7.02409 0.13
H -0.23922 -0.49938 7.16459 0.12
H 0.62667 -2.03840 7.24130 0.13
H 0.28017 -0.26925 4.79429 0.11
H 1.73322 -1.15586 5.36745 0.13
```

Kohn-Sham gap ... 7.52 eV
HOMO ... -12.1 eV
Strongest force on any atom ... 6.59 eV Å⁻¹
2S+1 ... 1
Net charge ... +1

---

DFT (wB97M-V/def2-TZVPD) results for the molecule C22H29ClN6O2.

The geometry in XYZ format:
```
60
Properties=species:S:1:pos:R:3:lowdin_charge:R:1
C 4.49215 2.10037 -0.50254 -0.11
C 3.03685 1.78359 -0.18279 -0.26
C 2.49355 0.67566 -1.08285 -0.17
C 0.99112 0.44897 -0.89192 -0.12
N 0.66908 0.03088 0.44880 0.06
C 0.74876 -1.20857 0.97753 -0.27
C 1.04209 -2.42239 0.16202 -0.10
N -0.03925 -2.58481 -0.78990 -0.18
C 0.24765 -3.34378 -1.98692 -0.14
C -0.81790 -2.95149 -3.04698 -0.13
N -1.94002 -2.28837 -2.41169 -0.10
C -1.96620 -0.90144 -2.35138 -0.23
C -2.40759 -0.19599 -1.22571 -0.03
C -2.45607 1.18447 -1.22299 -0.08
C -2.06825 1.92143 -2.32776 -0.13
C -1.65844 1.22656 -3.45237 -0.68
Cl -1.18847 2.10077 -4.87186 0.67
C -1.61592 -0.15298 -3.48216 -0.06
C -2.36280 -3.05470 -1.26053 -0.13
C -1.26302 -3.06207 -0.17685 -0.15
N 0.42493 -1.24110 2.26068 0.20
C 0.12949 0.03691 2.57841 -0.22
C 0.26736 0.86025 1.47041 -0.07
C -0.03739 2.25712 1.51266 -0.37
O 0.01331 3.05102 0.59126 0.06
N -0.43362 2.64538 2.79698 0.04
C -0.76789 4.04607 2.99834 -0.01
C -0.55787 1.85131 3.92901 -0.44
O -0.91301 2.32247 4.98803 0.08
N -0.26550 0.51173 3.78989 0.01
C -0.38349 -0.38197 4.92045 -0.01
H 4.86418 2.88321 0.15343 0.07
H 5.11560 1.21789 -0.37122 0.07
H 4.59099 2.43971 -1.53114 0.07
H 2.95735 1.47648 0.86304 0.11
H 2.42734 2.67921 -0.31254 0.11
H 2.65441 0.94805 -2.12746 0.12
H 3.04083 -0.25057 -0.88936 0.11
H 0.45732 1.38334 -1.07505 0.12
H 0.62655 -0.31409 -1.58207 0.11
H 1.15063 -3.28095 0.84303 0.13
H 1.97706 -2.29002 -0.38760 0.12
H 0.22534 -4.43108 -1.79805 0.12
H 1.24470 -3.08540 -2.34739 0.12
H -0.37251 -2.29313 -3.78800 0.10
H -1.18645 -3.84583 -3.55999 0.12
H -2.70540 -0.71611 -0.33129 0.10
H -2.78691 1.70125 -0.33471 0.11
H -2.08378 2.99816 -2.31545 0.11
H -1.32662 -0.63990 -4.39937 0.10
H -3.30448 -2.66220 -0.87870 0.12
H -2.54770 -4.07364 -1.61361 0.12
H -1.13838 -4.07888 0.23704 0.13
H -1.50759 -2.39432 0.65088 0.11
H -0.11933 4.47396 3.76209 0.10
H -0.62699 4.55635 2.04853 0.09
H -1.80176 4.13635 3.33042 0.10
H -1.11419 -1.15995 4.69991 0.09
H 0.58000 -0.85028 5.12005 0.09
H -0.70385 0.20708 5.77732 0.09
```

Kohn-Sham gap ... 8.61 eV
Energy above the lowest of the compared OMol25 structures with the same formula, charge and spin ... 0.4093 eV
HOMO ... -8.0 eV
Strongest force on any atom ... 1.37 eV Å⁻¹
2S+1 ... 1
SMILES string ... CCCCn1c(CN2CCN(c3cccc(Cl)c3)CC2)nc2c1c(=O)n(C)c(=O)n2C

---

DFT (wB97M-V/def2-TZVPD) results for a cluster of 9 separate species, C22H29FN8 in total.

The geometry in XYZ format:
```
60
Properties=species:S:1:pos:R:3:lowdin_charge:R:1
F -2.64317 -3.56711 2.51725 0.05
C -1.52661 -3.80693 3.24031 -0.29
C -0.91327 -5.03486 3.09074 -0.01
C 0.28344 -5.30524 3.81890 -0.07
C 0.81724 -4.29379 4.61002 -0.11
C 0.18086 -3.04242 4.80026 -0.06
C -1.02565 -2.81953 4.08093 -0.01
H -1.27601 -5.81573 2.43877 0.11
H 0.88001 -6.20316 3.75390 0.10
H 1.70574 -4.47995 5.19512 0.09
H 0.59433 -2.29821 5.46478 0.10
H -1.51852 -1.87993 4.28253 0.11
C 2.06869 3.51343 -4.52416 -0.08
C 1.73822 4.72712 -3.87186 -0.33
N 1.56054 5.67456 -3.32564 0.14
H 1.17293 3.11596 -5.00137 0.09
H 2.56250 2.77916 -3.88770 0.09
H 2.76267 3.74447 -5.33231 0.09
C -3.56585 -0.44963 -5.50411 -0.07
C -4.19854 -0.31079 -6.84305 -0.28
N -4.65970 -0.19112 -7.87579 0.12
H -4.36985 -0.31234 -4.78104 0.08
H -2.67968 0.15075 -5.29833 0.08
H -3.34145 -1.49811 -5.30806 0.07
C -4.31646 6.59459 -3.95728 -0.07
C -4.04454 5.29304 -3.35965 -0.30
N -3.84376 4.19719 -2.98505 0.11
H -4.51323 6.42409 -5.01574 0.09
H -3.39884 7.14349 -3.74565 0.09
H -5.18639 6.94825 -3.40389 0.08
C -3.20244 -6.98082 -3.65609 -0.08
C -2.39340 -5.78099 -3.44535 -0.27
N -1.67282 -4.87322 -3.20096 0.11
H -3.12236 -7.59125 -2.75661 0.08
H -2.79052 -7.53169 -4.50165 0.08
H -4.23827 -6.73331 -3.88821 0.08
C 5.12097 -4.61504 0.23862 -0.09
C 5.28210 -5.58290 1.24448 -0.32
N 5.33818 -6.40973 2.01364 0.14
H 4.15405 -4.12112 0.14266 0.09
H 5.36517 -5.07117 -0.72076 0.09
H 5.85292 -3.83099 0.43260 0.09
C 0.92253 2.87600 6.99912 -0.06
C -0.18281 3.23532 7.94113 -0.29
N -1.00705 3.52277 8.61468 0.12
H 1.67597 3.65832 6.90749 0.08
H 0.45085 2.87856 6.01646 0.07
H 1.42594 1.92482 7.17212 0.08
C -0.19885 0.11831 -0.35490 -0.08
C 0.53765 1.01650 0.56957 -0.26
N 1.05755 1.74697 1.36464 0.10
H -1.09685 -0.31248 0.08795 0.08
H 0.52654 -0.60489 -0.72757 0.08
H -0.50179 0.67799 -1.23981 0.07
C 3.65127 6.64286 1.51617 -0.08
C 4.48627 6.42592 2.68088 -0.29
N 5.15447 6.16428 3.58901 0.12
H 3.93530 7.40492 0.79042 0.08
H 2.70325 7.08314 1.82524 0.08
H 3.46043 5.66581 1.07227 0.09
```

Kohn-Sham gap ... 9.37 eV
Energy above the lowest of the compared OMol25 structures with the same formula, charge and spin ... 0.0000 eV
HOMO ... -9.4 eV
Strongest force on any atom ... 7.79 eV Å⁻¹
2S+1 ... 1
SMILES string ... Fc1ccccc1.CC#N.CC#N.CC#N.CC#N.CC#N.CC#N.CC#N.CC#N

---

DFT (wB97M-V/def2-TZVPD) results for the molecule C22H29N3O2.

The geometry in XYZ format:
```
56
Properties=species:S:1:pos:R:3:lowdin_charge:R:1
C -4.34194 -2.69269 0.53133 -0.05
C -3.65143 -1.37337 0.18858 -0.35
C -3.84023 -1.02998 -1.29417 -0.15
C -3.18237 0.30111 -1.68069 -0.14
C -3.67988 1.43748 -0.83383 -0.24
C -2.88585 1.98133 0.16790 -0.05
C -3.36013 3.00572 0.96869 -0.08
C -4.63853 3.50068 0.77845 -0.10
C -5.43724 2.96858 -0.21985 -0.08
C -4.96033 1.94536 -1.01876 -0.04
N -2.24167 -1.44120 0.54105 0.11
C -1.35254 -2.31547 0.04089 -0.49
O -1.59778 -3.19660 -0.75722 0.06
C 0.04733 -2.12106 0.63902 -0.10
N 0.33376 -0.70882 0.83050 -0.18
C 1.29244 -0.41017 1.87986 -0.16
C 2.73402 -0.73591 1.47975 -0.14
N 3.07406 0.01190 0.28382 -0.11
C 4.42588 0.24693 0.01715 -0.24
C 5.22014 0.85398 0.99552 -0.02
C 6.54451 1.15024 0.76233 -0.01
C 7.12177 0.86135 -0.47014 -0.33
O 8.43715 1.17377 -0.66460 0.04
C 6.34354 0.27206 -1.45419 -0.03
C 5.01625 -0.03630 -1.21325 -0.03
C 2.19073 -0.32669 -0.81126 -0.16
C 0.74016 -0.04025 -0.39477 -0.16
H -5.40324 -2.62934 0.30771 0.08
H -4.21890 -2.91886 1.58790 0.08
H -3.90237 -3.49677 -0.05170 0.07
H -4.08258 -0.56988 0.79628 0.14
H -3.40862 -1.83243 -1.89305 0.11
H -4.91069 -0.98235 -1.49918 0.12
H -3.40188 0.50211 -2.73187 0.12
H -2.10057 0.21153 -1.57272 0.09
H -1.88434 1.60199 0.31768 0.10
H -2.72975 3.41923 1.74279 0.10
H -5.01004 4.29993 1.40263 0.10
H -6.43428 3.35394 -0.37669 0.10
H -5.58633 1.53673 -1.79932 0.11
H -1.85330 -0.71171 1.12048 0.13
H 0.76419 -2.64783 -0.00400 0.12
H 0.04595 -2.61724 1.61399 0.13
H 1.01733 -0.95965 2.78260 0.12
H 1.21958 0.66227 2.08720 0.12
H 3.41134 -0.47061 2.28981 0.11
H 2.82750 -1.82126 1.29922 0.13
H 4.78796 1.11326 1.94985 0.11
H 7.14988 1.61772 1.52251 0.12
H 8.69939 0.91807 -1.55661 0.10
H 6.77805 0.04068 -2.41853 0.11
H 4.45106 -0.51259 -1.99878 0.10
H 2.42978 0.30191 -1.67030 0.13
H 2.29157 -1.38377 -1.11034 0.13
H 0.06730 -0.34390 -1.19935 0.12
H 0.63421 1.03684 -0.23036 0.12
```

Kohn-Sham gap ... 8.30 eV
Energy above the lowest of the compared OMol25 structures with the same formula, charge and spin ... 1.5772 eV
HOMO ... -7.6 eV
Strongest force on any atom ... 0.61 eV Å⁻¹
2S+1 ... 1
SMILES string ... C[C@H](CCc1ccccc1)NC(=O)CN1CCN(c2ccc(O)cc2)CC1